Below is C59H50N9NaO3S3Te as an isolated structure at a distorted geometry, with properties calculated with ωB97M-V with the def2-TZVPD basis set.

Atoms and positions in Å:
1 C 5.9043 -5.8094 2.1029
2 N -2.3665 -0.3485 -4.0565
3 C 0.3003 -1.0552 3.9767
4 H 1.2037 5.8592 0.4483
5 H 2.4521 0.4442 3.4921
6 H 2.5065 7.9407 0.1227
7 C -2.6026 3.7176 -3.2651
8 C -1.8242 -4.9386 -1.3411
9 Te 1.4262 -3.6495 2.2006
10 C -3.8112 -0.4560 3.7434
11 O -4.5412 1.1317 1.5074
12 N -1.3153 -4.1579 -0.2283
13 C -4.2016 -4.0452 -1.5992
14 N 1.1114 -1.0266 2.9777
15 N -2.4177 0.4459 -5.1780
16 H 4.5758 -1.5829 -0.4599
17 C 2.3212 2.4058 -0.1436
18 N -1.6258 -0.4874 2.7601
19 H -2.4256 -3.2466 -2.5023
20 C -0.3023 2.6134 3.2595
21 H -1.5010 -1.6513 5.9106
22 H 2.7494 -0.4081 5.7001
23 C -3.2904 2.7779 -2.5149
24 C 3.5466 -1.1965 1.3684
25 S -0.1998 1.0552 -4.1445
26 H 2.7276 -2.1062 5.1395
27 H 1.8311 -0.4331 -1.5064
28 Na 0.0017 0.1741 1.1551
29 N 1.7163 1.1611 -0.1641
30 C -1.4618 2.6644 -0.9606
31 C 5.9620 -1.7048 2.6215
32 H 3.3178 -4.9833 0.0835
33 C 2.2847 5.8400 0.4887
34 H 2.6170 -0.9352 0.8939
35 C 3.8964 -5.0788 0.9953
36 C -1.2717 -0.2099 -3.3736
37 H 6.8774 -6.2876 2.0748
38 H 1.7893 5.1357 3.1189
39 H -0.9597 -5.2125 -1.9458
40 C -5.8541 -0.1016 -7.5132
41 C 2.1282 3.3750 0.8377
42 C -0.7685 3.5936 -1.7234
43 H -2.9403 -4.8069 -3.1662
44 C 0.1923 3.8023 3.8503
45 O -1.4160 -3.2765 1.8419
46 C 1.1725 4.2582 2.9979
47 C 4.3190 4.5898 0.7312
48 C 2.4221 -0.6573 3.5290
49 H 6.9068 -1.8982 3.1147
50 C 4.1519 -4.6990 3.3287
51 C 4.6563 -1.5374 0.6189
52 C -4.1401 -3.1654 -0.3504
53 H -3.5592 -2.2647 -0.5700
54 H 0.2312 3.8834 -1.4244
55 C -1.3842 1.2991 -5.3863
56 C 5.1641 8.1538 0.1716
57 H -4.8122 0.0535 -4.2889
58 H -0.3280 -3.9278 -0.2090
59 N -2.7156 0.4517 0.3821
60 H -4.8558 -0.2054 3.6366
61 C 3.6279 -1.1197 2.7582
62 H -4.2772 2.4509 -2.8275
63 C -4.6289 0.0981 -8.1323
64 H -3.8490 -3.4543 1.7794
65 C -5.9267 -0.1091 -6.1283
66 H -3.7728 -4.9478 0.8344
67 C 5.4026 -5.2959 3.2902
68 H 4.9277 -1.3054 4.4565
69 C 5.0546 5.7463 0.5700
70 H -6.7450 -0.2601 -8.1080
71 C 1.2394 3.3159 1.9255
72 H -1.0117 2.2594 -0.0649
73 C -1.1201 -0.9716 3.9040
74 H -5.1539 -2.8606 -0.0741
75 H -4.5678 0.0939 -9.2133
76 S -0.8076 -1.0849 -2.0399
77 C -1.3307 4.1155 -2.8777
78 S -1.2891 2.4543 -6.5812
79 C 3.1440 2.5563 -1.3138
80 H -0.1386 4.2464 4.7771
81 H -2.2774 -5.8621 -0.9531
82 C -4.7853 0.0775 -5.3690
83 H 5.5155 -6.0816 0.0114
84 C 4.8419 -1.3734 3.3773
85 H -3.0384 4.1105 -4.1747
86 C -3.3543 0.4486 1.4714
87 H -3.8798 0.4652 -1.3184
88 H -2.5310 0.4393 -7.8715
89 C -3.4892 1.1935 -0.5956
90 C -3.4983 -3.8871 0.8431
91 C -2.9176 -0.2173 2.7047
92 H -3.9609 -1.2198 5.7455
93 N 0.3170 2.3140 2.1295
94 H 3.4774 1.1462 -2.9671
95 H -4.6145 -5.0265 -1.3303
96 C -3.5582 0.2921 -5.9930
97 C 2.2971 -1.1097 4.9957
98 C -3.4807 0.2938 -7.3829
99 C -2.8323 -4.2243 -2.2452
100 H -6.8813 -0.2568 -5.6388
101 C 3.0089 7.0008 0.3091
102 C -4.6381 1.8064 0.2533
103 C 3.3630 -4.5688 2.1841
104 H 3.7231 3.4247 -1.5829
105 H 6.1359 5.7238 0.5976
106 H -5.6277 1.6408 -0.1732
107 C 2.9243 4.6171 0.6980
108 C 4.4060 6.9665 0.3535
109 C 3.0199 1.3938 -2.0227
110 C -2.7194 2.2375 -1.3649
111 H 6.0009 -5.3525 4.1937
112 H -0.7731 4.8074 -3.4962
113 C 5.8693 -1.7968 1.2459
114 C 5.1332 -5.7007 0.9526
115 C -1.9867 -3.7427 0.8603
116 N 5.7856 9.1120 0.0270
117 H 6.7436 -2.0540 0.6611
118 H 4.8198 3.6443 0.8908
119 C -3.2962 -1.0083 4.9162
120 O 0.8939 -1.1601 5.2295
121 H -4.8730 -3.5920 -2.3342
122 H -4.4919 2.8802 0.4084
123 H 3.7910 -4.3067 4.2729
124 C 2.1386 0.5724 -1.2633
125 H -1.0993 1.9852 3.6329
126 C -1.9485 -1.2562 5.0104

Cartesian forces, eV/Å:
C 0.04 -0.04 0.01
N -0.56 -0.49 0.20
C 2.34 -0.26 -0.31
H -0.02 0.01 0.02
H -0.16 -0.07 0.01
H -0.02 0.00 0.02
C -0.04 0.04 -0.06
C -0.25 0.13 -0.03
Te 0.72 -1.45 -0.16
C 0.24 -0.13 0.13
O -0.13 -0.33 0.55
N 0.26 0.21 -0.23
C 0.16 0.23 -0.10
N -0.99 1.52 0.54
N 0.88 0.41 0.08
H 0.00 -0.03 -0.02
C 0.12 0.38 0.12
N 0.28 0.00 0.55
H 0.05 0.06 -0.11
C 0.02 0.06 0.06
H 0.02 -0.01 0.01
H -0.08 -0.02 0.00
C 0.04 0.01 0.08
C 0.20 0.19 0.09
S -0.83 -0.57 0.08
H -0.08 0.04 -0.04
H -0.09 -0.03 -0.05
Na 0.00 -0.14 -0.43
N 0.00 -0.23 -0.18
C -0.09 -0.04 -0.01
C 0.07 -0.02 0.05
H -0.01 -0.01 0.00
C -0.07 -0.15 -0.01
H -0.03 -0.14 -0.08
C -0.02 -0.01 -0.11
C 0.46 0.71 -0.87
H 0.00 0.02 -0.01
H 0.00 0.00 0.01
H 0.02 -0.07 0.11
C -0.04 0.01 -0.05
C -0.12 -0.50 -0.22
C 0.03 0.09 0.01
H 0.04 0.00 0.01
C -0.07 0.04 0.10
O -0.59 0.36 -0.28
C 0.06 -0.05 -0.10
C -0.11 -0.12 0.12
C 0.01 -0.14 0.32
H 0.00 -0.03 0.02
C 0.04 0.08 0.11
C -0.07 0.10 -0.03
C -0.10 -0.28 0.01
H -0.09 0.09 -0.02
H 0.04 -0.02 0.01
C -0.20 -0.12 0.08
C 0.34 0.53 -0.07
H -0.02 -0.02 0.01
H 0.04 -0.16 0.13
N 0.46 -0.02 0.43
H 0.00 0.03 -0.02
C -0.08 -0.12 -0.09
H 0.02 -0.06 -0.07
C -0.09 -0.03 0.02
H 0.08 -0.07 0.05
C -0.06 0.00 -0.03
H 0.00 -0.01 0.01
C 0.11 -0.07 0.04
H -0.01 -0.03 0.02
C 0.04 0.31 -0.07
H -0.02 0.02 0.00
C 0.03 0.24 0.23
H 0.05 0.01 0.02
C -1.55 0.06 0.14
H 0.02 0.03 0.01
H 0.05 0.00 -0.01
S 0.15 -0.39 0.68
C -0.01 0.05 0.02
S 0.25 0.36 -0.27
C 0.01 -0.06 -0.11
H 0.00 0.01 0.00
H 0.10 -0.05 -0.10
C 0.14 0.09 0.04
H -0.03 -0.02 -0.02
C -0.09 0.08 0.04
H 0.00 -0.02 -0.03
C -0.20 0.31 -0.87
H 0.04 0.04 0.01
H 0.04 0.03 0.05
C -0.37 0.14 -0.14
C 0.03 0.22 -0.07
C -0.32 -0.03 0.37
H 0.06 -0.02 0.02
N -0.19 -0.06 0.03
H 0.01 -0.03 -0.02
H -0.08 0.03 -0.03
C -0.37 -0.05 -0.08
C 0.63 -0.12 -0.19
C 0.05 -0.05 0.07
C -0.02 -0.13 0.17
H 0.01 -0.04 0.04
C 0.23 0.16 -0.02
C 0.11 0.13 -0.45
C -0.32 0.09 -0.09
H -0.01 0.03 -0.03
H 0.01 -0.04 0.02
H 0.01 -0.05 0.08
C 0.19 0.28 -0.09
C -0.45 -0.74 0.10
C 0.14 0.21 -0.04
C 0.11 -0.14 -0.02
H -0.02 -0.02 0.04
H 0.01 0.01 0.01
C 0.09 0.01 0.01
C 0.14 0.04 -0.05
C -0.08 -0.26 0.55
N -0.04 -0.04 0.01
H 0.00 -0.05 -0.02
H -0.01 -0.02 -0.01
C -0.35 0.12 -0.28
O -0.80 0.17 -0.10
H -0.04 -0.03 0.02
H 0.03 -0.10 0.06
H -0.07 0.00 0.00
C 0.02 0.00 0.16
H -0.03 -0.04 0.05
C 0.58 0.00 -0.25

Its net charge is -2. As for the LUMO energy: 3.3 eV. For the energy above the lowest of the compared OMol25 structures with the same formula, charge and spin, the calculation gives 1.300 eV. The energy comes out at -4621.85345 hartree.